Entry from the Open Molecules 2025 dataset: a cluster of 2 separate species, C7H8N2O2 in total in a non-equilibrium geometry (ωB97M-V with the def2-TZVPD basis set).

Structure (ORCA input):
```
! RIJCOSX wB97M-V def2-TZVPD def2/J DEFGRID3
* xyz 0 1
C -0.57 0.31 1.70
C 1.61 1.16 1.72
C -0.94 -2.45 -0.30
C 0.21 2.01 -1.16
C 0.15 -1.79 0.05
C -0.59 1.06 -0.87
C 0.17 -0.50 0.70
N 0.33 1.24 2.26
N 1.51 -0.06 0.98
O -1.74 0.11 2.02
O 2.53 1.87 1.99
H -1.03 -3.37 -0.93
H -1.96 -2.10 0.11
H 0.15 2.65 -1.93
H 1.14 2.24 -0.46
H 1.18 -2.18 0.01
H -1.46 0.61 -1.22
H 0.19 2.02 2.91
H 2.32 -0.51 0.53
*
```

Summary:
energy relative to the best compared isomer or geometry (same formula, charge and spin) = 98.3 kcal/mol
LUMO level (spin up / spin down) = -0.4 / -0.4 eV
frontier orbital gap (spin up / spin down) = 7.86 / 7.86 eV
HOMO level (spin up / spin down) = -8.225 / -8.230 eV

These are the natural (NBO) partial charges, in e, on atoms 1 to 8: 0.64, 0.79, -0.34, -0.47, -0.27, -0.10, 0.10, -0.67


Entry from the Open Molecules 2025 dataset: a structure of composition C37H64BCl2EuN8O4 in a non-equilibrium geometry (ωB97M-V with the def2-TZVPD basis set).

Structure (ORCA input):
```
! RIJCOSX wB97M-V def2-TZVPD def2/J DEFGRID3
* xyz 2 7
Eu 0.55 0.66 -1.08
C -3.54 3.35 -2.92
N -2.31 3.20 -3.77
C -2.37 3.69 -5.12
C -1.13 2.84 -3.21
O -1.05 2.33 -2.05
C 0.16 2.96 -4.03
O 0.72 1.64 -3.89
C 1.70 1.07 -4.78
C 2.21 -0.20 -4.06
O 1.70 -0.59 -2.96
N 3.19 -0.86 -4.66
C 3.83 -1.98 -3.96
C 3.64 -0.57 -6.03
H -4.39 2.81 -3.36
H -3.36 2.89 -1.97
H -3.80 4.40 -2.88
H -3.42 3.70 -5.47
H -2.06 4.76 -5.19
H -1.80 3.11 -5.84
H 0.02 3.20 -5.11
H 0.88 3.69 -3.58
H 1.24 0.80 -5.78
H 2.55 1.77 -4.91
H 3.06 -2.57 -3.46
H 4.45 -2.61 -4.64
H 4.48 -1.59 -3.19
H 4.66 -0.22 -6.04
H 3.54 -1.45 -6.73
H 3.08 0.27 -6.47
C -2.31 -1.09 -3.47
C -1.23 -2.03 -2.84
C -1.28 -3.41 -3.47
C -1.41 -2.15 -1.38
C -2.14 -3.16 -0.69
C -2.16 -2.85 0.66
C -2.81 -3.66 1.75
C -1.95 -4.92 1.85
C -4.28 -4.01 1.32
N -1.47 -1.69 0.79
N -1.03 -1.22 -0.48
B -1.04 -0.86 2.06
N -1.35 0.71 2.05
N -0.69 1.58 1.12
C -1.25 2.81 1.33
C -2.16 2.74 2.42
C -2.15 1.42 2.89
C -2.81 0.90 4.15
C -4.02 0.00 3.90
C -3.18 2.06 5.06
C -0.81 4.00 0.59
C 0.52 4.46 1.14
C -1.89 5.07 0.50
N 0.49 -1.08 2.22
N 1.29 -1.18 1.04
C 2.48 -1.52 1.48
C 2.48 -1.71 2.87
C 1.20 -1.39 3.32
C 0.92 -1.35 4.77
C 0.93 0.10 5.24
C 2.02 -2.19 5.41
C 3.75 -1.63 0.58
C 4.94 -1.22 1.44
C 3.65 -0.82 -0.72
H -2.03 -0.78 -4.48
H -3.27 -1.62 -3.48
H -2.45 -0.17 -2.88
H -0.28 -1.58 -3.01
H -2.32 -3.86 -3.29
H -1.12 -3.46 -4.57
H -0.60 -4.11 -2.90
H -2.44 -4.12 -1.19
H -2.81 -3.16 2.71
H -1.78 -5.44 0.88
H -0.95 -4.71 2.25
H -2.39 -5.69 2.57
H -4.26 -4.67 0.41
H -4.80 -4.56 2.10
H -4.86 -3.07 1.11
H -1.68 -1.31 2.96
H -2.82 3.50 2.84
H -2.08 0.31 4.73
H -4.87 0.39 3.37
H -3.67 -0.90 3.40
H -4.43 -0.34 4.88
H -4.06 2.59 4.65
H -3.36 1.77 6.12
H -2.37 2.78 5.11
H -0.53 3.69 -0.44
H 0.45 5.18 2.00
H 1.11 3.63 1.50
H 1.11 4.98 0.38
H -2.08 5.45 1.55
H -1.54 5.93 -0.09
H -2.85 4.71 -0.01
H 3.33 -2.02 3.50
H -0.06 -1.82 4.92
H 1.73 0.67 4.77
H -0.04 0.62 5.06
H 1.18 0.13 6.32
H 2.99 -1.62 5.46
H 1.77 -2.46 6.43
H 2.26 -3.16 4.85
H 3.84 -2.73 0.30
H 4.72 -0.21 1.88
H 5.02 -1.85 2.35
H 5.97 -1.17 0.95
H 3.26 0.17 -0.45
H 4.62 -0.63 -1.14
H 3.01 -1.35 -1.45
O 2.23 -5.78 -1.27
C 3.26 -5.83 -1.74
Cl 4.05 2.36 0.38
C 4.75 3.34 1.61
Cl 3.78 3.60 3.15
H 4.97 4.33 1.22
H 5.70 2.85 1.97
*
```

Summary:
energy relative to the best compared isomer or geometry (same formula, charge and spin) = 33.9 kcal/mol
LUMO level (spin up / spin down) = -8.5 / -5.4 eV
frontier orbital gap (spin up / spin down) = 4.12 / 7.17 eV
HOMO level (spin up / spin down) = -12.593 / -12.601 eV

These are the Mulliken partial charges, in e, on atoms 1 to 8: 1.41, -0.93, 0.22, -1.09, 0.54, -0.38, -0.92, -0.19


Entry from the Open Molecules 2025 dataset: a structure of composition C44H24ClN10O4Sc in a non-equilibrium geometry (ωB97M-V with the def2-TZVPD basis set).

Structure (ORCA input):
```
! RIJCOSX wB97M-V def2-TZVPD def2/J DEFGRID3
* xyz 0 1
Sc 0.03 -0.07 -0.43
C -3.16 -0.70 5.42
C -3.22 0.67 5.39
C -2.46 1.42 4.50
C -1.67 0.73 3.57
C -0.96 1.10 2.34
N -0.48 -0.01 1.71
C -0.69 -1.10 2.53
N -0.05 -2.24 2.40
C 0.89 -2.57 1.48
C 1.78 -3.70 1.70
C 1.91 -4.64 2.70
C 2.86 -5.64 2.45
C 3.71 -5.68 1.34
C 3.54 -4.76 0.32
C 2.59 -3.71 0.51
C 2.13 -2.59 -0.36
N 2.82 -2.20 -1.44
C 3.04 -0.91 -1.78
N 2.42 0.16 -1.19
C 2.77 1.28 -1.91
N 2.30 2.47 -1.70
C 1.55 2.80 -0.63
N 0.67 1.98 0.04
C 0.15 2.74 1.06
N -0.78 2.35 1.93
C 0.70 4.11 1.06
C 0.61 5.20 1.90
C 1.58 6.19 1.74
C 2.51 6.16 0.72
C 2.55 5.11 -0.16
C 1.62 4.10 -0.02
C 3.76 0.90 -2.97
C 4.32 1.62 -4.04
C 4.81 0.90 -5.14
C 4.88 -0.50 -5.10
C 4.45 -1.23 -4.03
C 3.88 -0.54 -2.92
N 1.09 -1.98 0.27
C -1.58 -0.69 3.64
C -2.29 -1.42 4.61
H -3.86 -1.24 6.04
H -3.86 1.19 6.10
H -2.45 2.50 4.52
H 1.32 -4.55 3.63
H 3.00 -6.43 3.17
H 4.44 -6.44 1.26
H 4.14 -4.74 -0.58
H -0.11 5.20 2.68
H 1.60 7.01 2.47
H 3.16 6.99 0.68
H 3.37 4.92 -0.87
H 4.35 2.72 -4.04
H 5.19 1.37 -6.05
H 5.24 -1.00 -5.99
H 4.62 -2.28 -3.95
H -2.22 -2.50 4.71
C -3.38 3.15 -1.63
C -2.13 2.47 -1.57
N -2.03 1.23 -1.02
C -3.15 0.61 -0.65
C -4.40 1.27 -0.58
C -4.49 2.56 -1.03
C -5.55 0.57 -0.15
C -5.54 -0.78 -0.08
C -4.34 -1.51 -0.21
C -4.33 -2.92 -0.39
C -3.13 -3.51 -0.74
C -1.94 -2.74 -0.79
N -1.89 -1.42 -0.54
C -3.11 -0.78 -0.42
H -3.47 4.12 -2.13
H -1.15 2.90 -1.88
H -5.43 3.12 -0.96
H -6.48 1.05 0.09
H -6.44 -1.32 0.12
H -5.25 -3.53 -0.26
H -3.05 -4.59 -0.80
H -1.03 -3.23 -1.02
O 0.93 -0.50 -4.55
Cl -0.19 -0.94 -3.81
O -0.16 -2.38 -3.58
O -1.45 -0.41 -4.32
O 0.03 -0.30 -2.41
*
```

Summary:
LUMO level (spin up / spin down) = -1.3 / -1.3 eV
frontier orbital gap (spin up / spin down) = 5.09 / 5.02 eV
HOMO level (spin up / spin down) = -6.356 / -6.315 eV

These are the Mulliken partial charges, in e, on atoms 1 to 8: -0.49, -0.64, -0.54, -0.43, 0.18, 0.18, 0.30, 0.06


Entry from the Open Molecules 2025 dataset: the ion C3H5N2O2 with charge +1 in a non-equilibrium geometry (ωB97M-V with the def2-TZVPD basis set).

Structure (ORCA input):
```
! RIJCOSX wB97M-V def2-TZVPD def2/J DEFGRID3
* xyz 1 1
C -1.25 0.69 0.00
C 0.22 -0.17 -0.38
C -0.51 -1.23 0.37
N -1.75 -0.48 0.53
N 1.45 0.54 0.05
O -1.43 1.84 0.06
O -1.63 -1.45 -0.45
H 0.04 -0.23 -1.49
H -0.29 -1.88 1.17
H 1.58 1.16 -0.81
H 2.29 -0.06 0.24
H 1.25 1.28 0.70
*
```

Summary:
energy relative to the best compared isomer or geometry (same formula, charge and spin) = 114.2 kcal/mol
structure (SMILES) = [NH3+][C@@H]1C(=O)N2O[C@@H]12
LUMO level = -4.5 eV
frontier orbital gap = 9.67 eV
HOMO level = -14.140 eV

These are the natural (NBO) partial charges, in e, on atoms 1 to 8: 0.74, -0.29, 0.16, -0.19, -0.69, -0.41, -0.27, 0.28


Entry from the Open Molecules 2025 dataset: a structure of composition C2H6FNS in a non-equilibrium geometry (ωB97M-V with the def2-TZVPD basis set).

Structure (ORCA input):
```
! RIJCOSX wB97M-V def2-TZVPD def2/J DEFGRID3
* xyz 0 1
C -0.43 -1.12 -0.47
C -0.46 1.02 0.63
N -0.04 -0.34 0.66
F 2.23 0.58 -0.96
S 2.20 -0.23 0.47
H -1.51 -1.32 -0.37
H -0.27 -0.62 -1.44
H 0.09 -2.07 -0.46
H -0.03 1.55 1.48
H -0.22 1.54 -0.30
H -1.55 1.02 0.75
*
```

Summary:
energy relative to the best compared isomer or geometry (same formula, charge and spin) = 55.5 kcal/mol
LUMO level = -0.6 eV
frontier orbital gap = 8.79 eV
HOMO level = -9.366 eV

These are the natural (NBO) partial charges, in e, on atoms 1 to 8: -0.46, -0.46, -0.36, -0.49, 0.55, 0.21, 0.18, 0.22


Entry from the Open Molecules 2025 dataset: a cluster of 2 separate species, C5H4N2O4P in total in a non-equilibrium geometry (ωB97M-V with the def2-TZVPD basis set).

Structure (ORCA input):
```
! RIJCOSX wB97M-V def2-TZVPD def2/J DEFGRID3
* xyz -1 1
C -0.65 0.65 -1.51
C 0.70 0.97 -1.85
C -1.04 0.47 -0.20
C 1.62 0.97 -0.79
C 0.00 0.55 0.77
N 1.24 0.80 0.43
N -0.18 -3.18 0.35
O -0.27 -2.17 1.09
O -1.84 0.32 2.81
O 0.04 -3.03 -0.87
O 0.57 0.13 3.50
P -0.47 0.19 2.46
H -1.23 0.79 -2.46
H 0.87 0.89 -2.92
H -2.10 0.51 0.19
H 2.75 1.15 -1.00
*
```

Summary:
energy relative to the best compared isomer or geometry (same formula, charge and spin) = 33.7 kcal/mol
LUMO level = 2.9 eV
frontier orbital gap = 6.52 eV
HOMO level = -3.630 eV

These are the natural (NBO) partial charges, in e, on atoms 1 to 8: -0.18, -0.24, -0.17, 0.05, -0.18, -0.40, 0.26, -0.64